# 1
Computed, not measured: 2 unconnected molecules or ions with the total composition C9H9IS, with the ωB97M-V functional and the def2-TZVPD basis.

Results
**Orbital gap (spin up / spin down)**: 6.088 / 7.208 eV

CARTESIAN COORDINATES (ANGSTROEM)
C1 1.84 -1.34 0.85
C2 1.87 -0.91 -0.47
C3 0.64 -1.55 1.60
C4 0.71 -0.68 -1.15
C5 -0.50 -1.29 0.90
C6 -0.56 -0.90 -0.49
C7 -1.31 2.22 0.00
C8 0.07 2.19 -0.13
C9 -1.72 -0.31 -1.07
S1 -2.64 2.79 0.55
I1 -3.60 -0.57 -0.12
H1 2.79 -1.44 1.56
H2 2.78 -0.68 -0.99
H3 0.55 -1.91 2.66
H4 0.66 -0.47 -2.25
H5 -1.45 -1.55 1.42
H6 0.51 2.57 -1.12
H7 0.46 1.19 -0.17
H8 0.77 2.67 0.58
H9 -1.83 -0.04 -2.17

These are the natural (NBO) partial charges, in e, on atoms 1 to 4:
1. C -0.2160
2. C -0.2351
3. C -0.2146
4. C -0.2165


# 2
Computed, not measured: a molecular structure, C9H9LuNO4, with the ωB97M-V functional and the def2-TZVPD basis.

Results
**Net charge**: +3
**Orbital gap**: 8.304 eV

CARTESIAN COORDINATES (ANGSTROEM)
Lu1 -0.01 -0.46 -0.02
C1 -0.07 1.13 1.73
O1 -0.16 2.01 2.47
C2 0.05 1.83 -0.81
O2 0.18 2.96 -0.98
C3 -2.17 0.43 0.28
O3 -3.18 0.95 0.51
C4 2.13 0.53 0.21
O4 3.08 1.16 0.38
C5 0.00 -2.17 -2.31
H1 0.92 -2.69 -2.02
H2 -0.94 -2.66 -2.05
C6 0.03 -0.94 -2.89
H3 -0.89 -0.39 -3.12
H4 0.97 -0.41 -3.07
C7 0.42 -2.30 5.06
C8 1.32 -2.77 3.90
C9 0.93 -2.22 2.64
N1 0.60 -1.74 1.64
H5 0.47 -1.21 5.17
H6 0.74 -2.74 6.01
H7 -0.62 -2.58 4.89
H8 2.36 -2.48 4.09
H9 1.29 -3.86 3.82

These are the natural (NBO) partial charges, in e, on atoms 1 to 4:
1. Lu 1.7412
2. C 0.4450
3. O -0.2454
4. C 0.4247


# 3
Computed, not measured: a gas-phase ion, C9H9N2 (charge +1), with the ωB97M-V functional and the def2-TZVPD basis.

Results
**Net charge**: +1
**Orbital gap (spin up / spin down)**: 6.063 / 6.064 eV

CARTESIAN COORDINATES (ANGSTROEM)
C1 -0.52 -1.59 -2.38
C2 0.11 -0.35 -2.61
C3 -0.88 -1.86 -1.08
C4 0.35 0.62 -1.59
C5 -0.53 -1.00 0.02
C6 0.02 0.30 -0.33
C7 -0.66 -1.38 1.30
C8 1.41 1.81 0.58
C9 -0.87 -1.96 2.40
N1 0.34 1.06 0.78
N2 1.98 2.39 1.61
H1 -0.86 -2.07 -3.30
H2 0.28 0.13 -3.61
H3 -1.26 -2.84 -0.98
H4 0.97 1.55 -1.68
H5 -1.62 -1.94 3.18
H6 -0.27 -2.75 2.69
H7 -0.23 0.99 1.60
H8 2.69 3.10 1.44
H9 1.80 2.15 2.51

These are the natural (NBO) partial charges, in e, on atoms 1 to 4:
1. C -0.2583
2. C -0.0191
3. C -0.0534
4. C -0.2921


# 4
Computed, not measured: a gas-phase ion, C9H9N2O2S (charge -1), with the ωB97M-V functional and the def2-TZVPD basis.

Results
**Net charge**: -1
**Orbital gap**: 6.429 eV

CARTESIAN COORDINATES (ANGSTROEM)
C1 3.61 -0.76 0.05
C2 2.81 0.37 0.20
C3 2.77 -1.77 -0.24
C4 1.48 -0.02 0.15
C5 -2.66 1.50 0.67
C6 0.27 0.69 0.47
C7 -1.49 -0.44 1.52
C8 -1.44 2.34 0.25
C9 -1.73 -2.12 -0.84
N1 -2.49 0.28 1.08
N2 -0.21 1.70 -0.25
O1 0.26 2.17 -1.31
O2 1.46 -1.34 -0.15
S1 -1.44 -2.09 0.99
H1 4.63 -0.76 -0.08
H2 3.13 1.44 0.35
H3 2.86 -2.82 -0.59
H4 -3.61 1.96 0.70
H5 -1.95 2.99 -0.55
H6 -1.02 3.05 1.10
H7 -2.49 -2.81 -1.06
H8 -0.74 -2.42 -1.24
H9 -1.99 -1.12 -1.22

These are the natural (NBO) partial charges, in e, on atoms 1 to 4:
1. C -0.3258
2. C -0.3283
3. C 0.0430
4. C 0.2353


# 5
Computed, not measured: 2 unconnected molecules or ions with the total composition C9H9N3O2, with the ωB97M-V functional and the def2-TZVPD basis.

Results
**Orbital gap**: 9.421 eV
**Structure (SMILES)**: O=c1cc[nH]c(=O)[nH]1.c1ccncc1

CARTESIAN COORDINATES (ANGSTROEM)
O1 2.73 -2.19 -0.69
C1 2.37 -1.09 -0.16
C2 1.51 -1.08 1.04
C3 0.96 0.04 1.47
N1 1.08 1.23 0.73
C4 2.08 1.39 -0.26
O2 2.40 2.48 -0.70
N2 2.71 0.19 -0.60
H1 1.50 -2.08 1.45
H2 0.26 0.10 2.35
H3 0.64 2.00 1.04
H4 3.28 0.24 -1.49
C5 -2.83 -0.90 -0.27
C6 -3.10 0.43 -0.05
C7 -2.01 1.32 -0.23
N3 -0.78 0.95 -0.56
C8 -0.55 -0.37 -0.75
C9 -1.53 -1.32 -0.53
H5 -3.65 -1.62 -0.13
H6 -4.15 0.84 0.12
H7 -2.12 2.43 -0.11
H8 0.48 -0.63 -0.99
H9 -1.27 -2.36 -0.68

These are the natural (NBO) partial charges, in e, on atoms 1 to 4:
1. O -0.6032
2. C 0.6277
3. C -0.4006
4. C 0.0647


# 6
Computed, not measured: 2 unconnected molecules or ions with the total composition C9H9N3O2, with the ωB97M-V functional and the def2-TZVPD basis.

Results
**Orbital gap**: 8.820 eV
**Structure (SMILES)**: O=c1cc[nH]c(=O)[nH]1.c1ccncc1

CARTESIAN COORDINATES (ANGSTROEM)
O1 -3.23 2.29 -0.42
C1 -3.19 1.09 0.09
C2 -3.99 -0.12 0.02
C3 -3.40 -1.25 -0.17
N1 -2.03 -1.42 -0.21
C4 -1.16 -0.39 0.23
O2 -0.01 -0.62 0.60
N2 -1.90 0.77 0.39
H1 -5.05 -0.10 -0.26
H2 -4.01 -2.21 -0.29
H3 -1.54 -2.38 -0.35
H4 -1.10 1.50 0.13
C5 1.65 0.47 0.24
C6 2.07 -0.84 -0.05
C7 3.51 -1.09 -0.15
N3 4.31 -0.04 -0.25
C8 3.83 1.24 -0.20
C9 2.49 1.55 0.19
H5 0.63 0.74 0.53
H6 1.37 -1.63 -0.23
H7 4.00 -2.13 0.02
H8 4.60 2.00 -0.43
H9 2.16 2.57 0.58

These are the natural (NBO) partial charges, in e, on atoms 1 to 4:
1. O -0.5864
2. C 0.6329
3. C -0.4046
4. C 0.0853


# 7
Computed, not measured: a gas-phase ion, C9H9N4 (charge +1), with the ωB97M-V functional and the def2-TZVPD basis.

Results
**Net charge**: +1
**Orbital gap (spin up / spin down)**: 5.449 / 5.485 eV

CARTESIAN COORDINATES (ANGSTROEM)
C1 3.80 -0.57 0.40
C2 -1.84 -0.36 -0.10
C3 3.15 0.54 0.16
C4 -1.14 0.84 -0.04
C5 0.77 -0.45 -0.11
C6 -1.11 -1.61 -0.08
C7 2.51 1.68 -0.20
C8 -1.84 2.12 0.10
C9 -1.65 -3.03 -0.01
N1 4.52 -1.50 0.58
N2 0.27 -1.56 -0.20
N3 1.02 1.90 0.01
N4 0.28 0.80 -0.01
H1 -2.97 -0.33 0.10
H2 2.85 2.69 0.10
H3 2.62 1.56 -1.28
H4 -2.89 1.99 0.38
H5 -1.86 2.55 -0.84
H6 -1.22 2.83 0.78
H7 -1.74 -3.28 1.08
H8 -0.83 -3.66 -0.31
H9 -2.70 -3.16 -0.50

These are the natural (NBO) partial charges, in e, on atoms 1 to 4:
1. C 0.0940
2. C -0.2673
3. C 0.2024
4. C 0.2875


# 8
Computed, not measured: 2 unconnected molecules or ions with the total composition C9H9N6O5S2, with the ωB97M-V functional and the def2-TZVPD basis.

Results
**Net charge**: -1
**Orbital gap**: 4.251 eV

CARTESIAN COORDINATES (ANGSTROEM)
C1 -5.37 1.00 -0.83
C2 -4.08 1.79 -0.98
C3 -4.11 2.62 -2.23
O1 -3.04 0.76 -1.02
C4 -1.77 1.18 -0.87
S1 -0.57 0.02 -1.12
S2 -1.35 2.73 -0.50
H1 -6.24 1.67 -0.79
H2 -5.48 0.31 -1.67
H3 -5.37 0.41 0.09
H4 -3.91 2.44 -0.10
H5 -4.99 3.27 -2.20
H6 -3.23 3.27 -2.32
H7 -4.17 1.98 -3.12
O2 5.81 -2.31 3.16
N1 5.08 -2.79 2.28
O3 5.19 -3.96 1.86
C5 4.02 -1.99 1.67
C6 3.21 -2.52 0.68
C7 2.25 -1.70 0.03
N2 1.61 -2.16 -1.18
O4 1.43 -3.36 -1.40
O5 1.27 -1.26 -2.00
C8 1.98 -0.41 0.46
N3 2.77 0.06 1.49
N4 2.71 1.30 2.05
N5 3.64 1.35 2.97
N6 4.34 0.18 3.04
C9 3.80 -0.63 2.11
H8 3.33 -3.54 0.34
H9 1.24 0.28 0.07

These are the natural (NBO) partial charges, in e, on atoms 1 to 4:
1. C -0.6154
2. C 0.0761
3. C -0.6430
4. O -0.5315


# 9
Computed, not measured: C9H9NO2 in the gas phase, with the ωB97M-V functional and the def2-TZVPD basis.

Results
**Orbital gap**: 8.026 eV
**Structure (SMILES)**: [H]/N=C(\O)C1=CC=CC(=C=O)[C@H]1C

CARTESIAN COORDINATES (ANGSTROEM)
H1 2.90 2.40 0.15
N1 2.03 1.94 -0.05
C1 2.11 0.73 -0.38
O1 3.06 -0.17 -0.77
C2 0.57 -0.14 -0.47
C3 0.35 -1.04 -1.39
C4 -0.94 -1.79 -1.40
C5 -1.95 -1.35 -0.61
C6 -1.77 -0.01 0.08
C7 -2.85 0.78 0.22
O2 -3.69 1.56 0.06
C8 -0.42 0.39 0.50
C9 -0.13 0.26 2.03
H2 3.91 0.21 -0.50
H3 0.99 -1.45 -2.11
H4 -1.05 -2.55 -2.10
H5 -2.82 -1.97 -0.70
H6 -0.19 1.53 0.42
H7 0.64 0.97 2.20
H8 0.30 -0.71 2.20
H9 -1.06 0.40 2.61

These are the natural (NBO) partial charges, in e, on atoms 1 to 4:
1. H 0.3499
2. N -0.7343
3. C 0.5990
4. O -0.6685


# 10
Computed, not measured: a molecular structure, C9H9NO2, with the ωB97M-V functional and the def2-TZVPD basis.

Results
**Orbital gap**: 9.184 eV

CARTESIAN COORDINATES (ANGSTROEM)
C1 3.06 0.16 0.40
C2 2.56 1.00 -0.69
C3 2.04 -0.69 0.73
C4 1.26 0.65 -0.88
C5 -2.32 0.74 0.95
C6 -2.53 0.84 -0.51
C7 -1.20 0.20 1.37
C8 -1.87 0.04 -1.40
C9 -0.29 -1.01 0.06
N1 1.02 -0.43 -0.11
O1 -0.97 -1.02 -1.12
O2 -0.34 -2.27 0.60
H1 3.96 0.07 0.94
H2 2.92 1.83 -1.30
H3 1.97 -1.37 1.55
H4 0.52 1.15 -1.47
H5 -2.92 1.27 1.73
H6 -3.18 1.61 -0.82
H7 -0.90 0.08 2.33
H8 -2.01 0.12 -2.54
H9 -0.79 -2.99 0.19

These are the natural (NBO) partial charges, in e, on atoms 1 to 4:
1. C -0.2964
2. C -0.2921
3. C -0.0586
4. C -0.0647